The following is a quantum chemistry calculation of a single C3H7N3OS molecule at a distorted geometry, from OMol25.

Positions of all 15 atoms, in Å:
C -1.414778 1.686975 0.007474
C -0.590969 0.398144 0.006354
C 1.617961 -0.495493 0.061018
H -1.713309 1.843766 1.046606
H -1.063200 2.834762 -0.328506
H -2.337754 1.475627 -0.631162
H 3.177777 0.604327 -0.543632
H 3.550598 -1.026442 0.476968
H 0.448364 -1.997898 -0.296840
H -2.792707 -2.323038 0.003669
N 2.887260 -0.069266 0.205515
N 1.424041 -1.772601 -0.061747
N -1.102710 -0.822970 -0.107122
O 0.683512 0.582732 0.033556
S -2.774087 -0.918622 0.127853

Cartesian forces (eV/Å) of the 2 atoms listed first:
C -0.8 1.9 -0.9
C -3.4 -2.1 -1.4

Molecular weight: 133.2 g/mol
Total energy: -20575.0909 eV
2S+1: 1
Orbital gap: 9.2 eV
HOMO: -8.47 eV


The following is a quantum chemistry calculation of a 4-piece molecular cluster, C3H7N3OS overall at a distorted geometry, from OMol25.

Positions of all 15 atoms, in Å:
C -0.635206 -0.453760 1.523590
C -0.592085 0.507522 0.375927
C -0.892895 -0.718318 -2.207370
H 1.009518 -0.263741 2.145856
H -1.983051 0.556660 2.366959
H -1.188092 -1.973632 1.063722
H -1.264614 -0.697087 -3.222886
H 1.580076 -1.979172 -1.157960
H 1.624541 1.280362 1.819895
H 1.659583 2.855124 0.688310
N 0.146211 -1.361445 -2.425638
N 0.304483 1.406010 0.170700
N 1.134823 1.903308 1.051684
O 0.822220 -1.441693 -1.149303
S -1.725512 0.379860 -1.043484

Cartesian forces (eV/Å) of the 2 atoms listed first:
C -0.8 0.2 0.1
C 1.2 -1.3 -0.5

Molecular weight: 133.2 g/mol
Total energy: -20564.5152 eV
2S+1: 1
Orbital gap: 7.3 eV
HOMO: -8.54 eV


The following is a quantum chemistry calculation of C3H7N3S as an isolated structure at a distorted geometry, from OMol25.

Positions of all 14 atoms, in Å:
C -0.078616 -2.323688 0.734767
C -1.550518 0.252065 -1.037385
C 1.393071 2.544494 0.191362
H 1.134897 -1.921075 1.396994
H -1.243452 -2.325540 1.532812
H 0.293213 -3.397608 -0.264737
H 0.230686 -0.295931 0.302918
H -2.530239 0.679439 -1.413293
H 2.022063 2.423139 1.121916
H 1.804110 3.180284 -0.758886
N -0.210216 -1.176487 -0.127344
N -1.395666 -0.892010 -0.673775
N 0.507605 1.576385 0.214450
S -0.376938 1.676534 -1.219799

Cartesian forces (eV/Å) of the 2 atoms listed first:
C 1.5 -0.1 0.0
C -2.1 6.2 -2.8

Molecular weight: 117.2 g/mol
Total energy: -18522.4985 eV
2S+1: 1
Orbital gap: 8.6 eV
HOMO: -8.34 eV


What is the 2S+1 in the third record? 1


Look up the total energy of the second one. -20564.5152 eV


Which formula does entry 2 have? C3H7N3OS